16
Properties=species:S:1:pos:R:3 method="wB97M-V/def2-TZVPD" de_lowest_ev=1.579 total_charge=0 gap_ev=7.880 spin_multiplicity=1 e_homo_ev=-7.1 total_energy_ev=-10341.147 smiles=Cc1cc(N)[nH]c1O
C -1.889 -0.408 1.263
C -0.727 -0.052 0.369
C 0.169 0.992 0.269
C 1.222 0.718 -0.531
N 2.356 1.476 -0.845
N 1.035 -0.572 -0.929
C -0.142 -1.043 -0.423
O -0.606 -2.246 -0.850
H -1.410 -0.339 2.270
H -2.784 0.354 1.220
H -2.352 -1.376 0.958
H -0.074 2.009 0.690
H 2.195 2.127 -1.699
H 2.686 1.879 0.109
H 1.727 -1.034 -1.567
H -1.406 -2.485 -0.304

---

59
Properties=species:S:1:pos:R:3 method="wB97M-V/def2-TZVPD" de_lowest_ev=0.294 total_charge=+2 gap_ev="8.710 / 5.480" spin_multiplicity=5 e_homo_ev="-14.5 / -14.7" total_energy_ev=-78932.790
Pt -0.794 0.266 0.585
C 7.080 1.499 -0.076
C 5.648 1.267 -0.439
C 5.108 1.842 -1.593
C 3.798 1.607 -1.960
C 3.016 0.785 -1.149
C 3.526 0.194 0.006
C 4.838 0.444 0.351
S 1.382 0.494 -1.607
O 0.904 -0.768 -1.051
O 1.140 0.817 -2.973
N 0.431 1.527 -0.612
C -0.585 2.255 -1.232
C -0.503 3.178 -2.261
C -1.697 3.776 -2.652
C -2.890 3.415 -2.042
C -2.882 2.449 -1.038
N -1.742 1.903 -0.649
H 7.417 2.481 -0.402
H 7.710 0.754 -0.568
H 7.238 1.409 0.997
H 5.730 2.474 -2.214
H 3.389 2.033 -2.866
H 2.910 -0.465 0.603
H 5.253 -0.011 1.240
H 0.442 3.417 -2.723
H -1.693 4.519 -3.438
H -3.826 3.866 -2.338
H -3.788 2.113 -0.551
C 1.341 2.070 4.764
O 0.358 1.246 4.065
C -0.560 1.843 3.399
S -0.854 3.430 3.102
S -1.841 0.971 2.616
H 1.975 1.363 5.285
H 0.822 2.721 5.465
H 1.903 2.646 4.032
C -5.044 -1.100 -1.348
C -4.805 -2.050 -0.183
C -3.708 -3.073 -0.445
S -2.130 -2.257 -0.695
O -1.927 -1.492 0.653
C -0.962 -3.638 -0.641
C -0.412 -3.977 0.738
C -1.421 -4.526 1.739
H -5.862 -0.418 -1.120
H -5.312 -1.643 -2.255
H -4.158 -0.498 -1.579
H -5.714 -2.613 0.035
H -4.564 -1.502 0.729
H -3.872 -3.609 -1.384
H -3.608 -3.794 0.367
H -0.160 -3.338 -1.316
H -1.494 -4.480 -1.096
H 0.086 -3.094 1.147
H 0.376 -4.712 0.561
H -2.108 -3.752 2.087
H -0.904 -4.916 2.614
H -2.001 -5.348 1.315

---

21
Properties=species:S:1:pos:R:3 method="wB97M-V/def2-TZVPD" de_lowest_ev=4.853 total_charge=+1 gap_ev="7.183 / 6.810" spin_multiplicity=1 e_homo_ev="-12.5 / -12.6" total_energy_ev=-21547.019
C -0.309 1.270 0.984
C -1.637 -1.635 1.652
C -0.461 -1.780 0.976
C 0.520 -0.797 0.441
C 0.189 -0.487 -0.974
C 1.490 0.093 -1.613
N -0.985 0.185 -1.100
N -0.546 2.228 1.750
O 0.631 0.411 1.205
O 1.201 0.578 -2.881
I -1.581 1.586 -2.302
H -2.388 -2.443 2.101
H -2.061 -0.678 1.866
H -0.240 -2.814 0.835
H 1.502 -1.176 0.426
H -0.055 -1.355 -1.496
H 2.245 -0.720 -1.748
H 1.924 0.887 -0.980
H -1.174 2.984 1.398
H -0.035 2.321 2.575
H 1.774 1.340 -3.116

---

15
Properties=species:S:1:pos:R:3 method="wB97M-V/def2-TZVPD" de_lowest_ev=3.720 total_charge=+1 gap_ev=10.174 spin_multiplicity=1 e_homo_ev=-14.9 total_energy_ev=-7264.422 smiles="C=N[N+](=C)CC"
C 2.198 1.157 -0.066
N 1.590 0.136 -0.443
N 0.516 -0.527 0.056
C 0.662 -1.698 0.496
C -0.823 0.021 -0.629
C -1.923 0.421 0.216
H 2.036 1.737 0.854
H 2.943 1.493 -0.704
H 1.667 -2.040 0.732
H -0.205 -2.267 0.761
H -1.170 -0.843 -1.234
H -0.528 0.841 -1.259
H -1.996 1.485 0.500
H -2.830 0.287 -0.400
H -2.138 -0.205 1.120

---

39
Properties=species:S:1:pos:R:3 method="wB97M-V/def2-TZVPD" de_lowest_ev=0.921 total_charge=0 gap_ev=8.299 spin_multiplicity=1 e_homo_ev=-7.8 total_energy_ev=-23501.941 smiles=Cc1ccc(NC[C@@H](O)[C@H](O)[C@@H](O)CO)cc1C
C 2.756 -1.203 3.495
C 1.503 -0.903 2.729
C 0.704 -1.932 2.253
C -0.454 -1.685 1.540
C -0.847 -0.374 1.281
N -2.037 -0.067 0.622
C -2.469 -0.867 -0.498
C -1.435 -0.875 -1.645
O -1.736 -1.844 -2.632
C -1.404 0.481 -2.368
O -2.465 0.575 -3.288
C -0.055 0.712 -3.088
O -0.216 1.722 -4.059
C 1.014 1.201 -2.100
O 0.638 2.429 -1.538
C -0.043 0.660 1.759
C 1.115 0.416 2.475
C 1.949 1.562 2.960
H 2.893 -2.277 3.602
H 2.714 -0.760 4.490
H 3.628 -0.792 2.987
H 0.992 -2.956 2.444
H -1.052 -2.517 1.200
H -2.115 0.926 0.445
H -2.641 -1.893 -0.160
H -3.418 -0.468 -0.866
H -0.445 -1.076 -1.210
H -1.778 -2.710 -2.215
H -1.541 1.300 -1.654
H -2.557 -0.301 -3.688
H 0.271 -0.223 -3.570
H -1.151 1.703 -4.320
H 1.967 1.297 -2.638
H 1.140 0.500 -1.273
H 0.406 3.004 -2.282
H -0.331 1.681 1.552
H 1.517 2.510 2.651
H 2.960 1.496 2.559
H 2.023 1.549 4.048

---

85
Properties=species:S:1:pos:R:3 method="wB97M-V/def2-TZVPD" de_lowest_ev=1.557 total_charge=+4 gap_ev="2.918 / 3.509" spin_multiplicity=3 e_homo_ev="-16.6 / -16.6" total_energy_ev=-170807.840
W -0.527 -0.329 -0.676
C -2.525 2.412 3.495
N -1.780 2.390 2.255
C -1.191 3.627 1.770
C -1.608 1.295 1.551
O -0.938 1.308 0.465
C -2.190 -0.034 2.021
O -1.841 -1.085 1.087
C -2.955 -1.813 0.531
C -3.363 -1.118 -0.769
O -2.392 -0.453 -1.302
N -4.538 -1.265 -1.346
C -4.845 -0.608 -2.601
C -5.623 -2.027 -0.765
H -2.339 3.348 4.016
H -2.221 1.598 4.150
H -3.600 2.341 3.317
H -1.599 4.472 2.316
H -1.405 3.762 0.707
H -0.108 3.609 1.918
H -3.280 0.040 2.113
H -1.768 -0.304 3.003
H -3.768 -1.892 1.258
H -2.570 -2.828 0.328
H -3.938 -0.217 -3.063
H -5.558 0.204 -2.437
H -5.314 -1.323 -3.277
H -5.269 -2.798 -0.086
H -6.179 -2.513 -1.568
H -6.321 -1.368 -0.239
C 1.252 2.085 -3.616
As -0.199 1.104 -2.696
C -1.537 2.546 -2.585
C -0.815 -0.124 -4.114
C -1.244 0.384 -5.340
C -1.607 -0.467 -6.373
C -1.533 -1.841 -6.190
C -1.099 -2.359 -4.979
C -0.742 -1.515 -3.929
As -0.056 -2.251 -2.223
C 1.831 -2.467 -2.747
C -0.626 -4.151 -2.270
H 0.836 2.535 -4.528
H 2.072 1.423 -3.902
H 1.650 2.889 -2.988
H -1.736 3.016 -3.555
H -1.143 3.321 -1.917
H -2.476 2.170 -2.169
H -1.286 1.462 -5.485
H -1.935 -0.058 -7.318
H -1.798 -2.511 -6.992
H -1.028 -3.433 -4.845
H 1.901 -3.004 -3.700
H 2.386 -3.033 -1.994
H 2.296 -1.484 -2.869
H -0.141 -4.661 -3.111
H -1.713 -4.254 -2.362
H -0.293 -4.658 -1.356
C 2.481 1.312 0.223
C 2.250 -0.043 0.779
N 1.168 -0.777 0.467
C 1.292 -1.961 1.178
C 2.441 -1.919 1.904
N 3.038 -0.715 1.645
C 4.316 -0.282 2.204
N 4.137 0.703 3.227
N 3.432 1.835 2.967
N 3.453 2.601 3.966
C 4.187 2.044 4.962
C 4.527 2.511 6.235
C 5.284 1.672 7.033
C 5.696 0.411 6.584
C 5.396 -0.059 5.319
C 4.636 0.777 4.503
H 1.534 1.731 -0.151
H 3.213 1.290 -0.588
H 2.883 1.963 1.010
H 0.561 -2.753 1.101
H 2.863 -2.653 2.560
H 4.938 0.123 1.393
H 4.807 -1.155 2.646
H 4.221 3.494 6.552
H 5.570 1.995 8.023
H 6.271 -0.218 7.248
H 5.745 -1.026 4.991

---

16
Properties=species:S:1:pos:R:3 method="wB97M-V/def2-TZVPD" de_lowest_ev=0.337 total_charge=0 gap_ev=12.985 spin_multiplicity=1 e_homo_ev=-11.8 total_energy_ev=-4342.191 smiles=CC.CC
C -0.267 -0.880 1.680
C -0.167 -1.969 0.581
H 0.310 -0.027 1.354
H -1.314 -0.683 1.883
H 0.263 -1.214 2.550
H -0.386 -2.925 1.046
H 0.815 -2.069 0.121
H -0.927 -1.748 -0.170
C 0.952 1.407 -1.234
C -0.583 1.565 -1.031
H 1.108 0.677 -2.022
H 1.475 2.309 -1.536
H 1.378 0.889 -0.375
H -0.993 1.730 -2.019
H -0.921 0.635 -0.573
H -0.743 2.302 -0.254

---

72
Properties=species:S:1:pos:R:3 method="wB97M-V/def2-TZVPD" de_lowest_ev=1.244 total_charge=0 gap_ev=7.942 spin_multiplicity=1 e_homo_ev=-9.0 total_energy_ev=-39240.979 smiles="[H]/N=C(/C)CC1=C(CCCN)C(=O)C(CCCCCN)=C(C[C@@H](C)OCc2ccccc2)C1=O"
H -0.530 1.484 4.075
N -0.250 0.949 4.910
C 1.010 0.757 4.834
C 1.721 -0.005 6.019
C 1.946 1.254 3.679
C 1.510 0.814 2.254
C 1.461 -0.461 1.779
C 1.841 -1.675 2.674
C 0.711 -2.798 2.774
C -0.753 -2.258 2.559
N -1.769 -3.115 3.260
C 1.046 -0.778 0.305
O 0.946 -1.915 -0.113
C 0.779 0.363 -0.735
C 0.519 -0.039 -2.218
C 1.830 0.150 -3.105
C 3.031 -0.756 -2.614
C 2.920 -2.257 -3.093
C 3.662 -2.482 -4.482
N 2.713 -2.086 -5.556
C 0.814 1.640 -0.253
C 0.532 2.854 -1.206
C -0.978 3.313 -0.990
C -1.304 4.635 -1.778
O -1.896 2.249 -1.283
C -2.467 1.676 -0.103
C -3.641 0.745 -0.581
C -3.357 -0.489 -1.333
C -4.522 -1.282 -1.717
C -5.886 -0.892 -1.350
C -6.155 0.335 -0.601
C -4.992 1.143 -0.229
C 1.117 1.947 1.249
O 1.021 3.106 1.604
H 2.191 0.781 6.680
H 2.588 -0.607 5.623
H 1.019 -0.646 6.597
H 2.013 2.379 3.704
H 2.996 0.886 3.856
H 2.083 -1.372 3.725
H 2.721 -2.171 2.169
H 0.910 -3.505 1.920
H 0.836 -3.342 3.744
H -0.896 -1.197 2.885
H -0.992 -2.346 1.460
H -2.666 -2.618 3.229
H -1.926 -3.927 2.648
H -0.235 0.693 -2.614
H 0.119 -1.086 -2.306
H 1.605 0.023 -4.197
H 2.165 1.221 -2.984
H 3.971 -0.324 -3.066
H 3.126 -0.694 -1.500
H 1.845 -2.533 -3.292
H 3.275 -2.991 -2.314
H 4.556 -1.795 -4.552
H 4.044 -3.523 -4.615
H 2.875 -1.128 -5.868
H 2.755 -2.722 -6.355
H 0.733 2.582 -2.275
H 1.222 3.673 -0.865
H -1.086 3.543 0.111
H -0.724 5.455 -1.271
H -1.043 4.586 -2.865
H -2.387 4.884 -1.605
H -1.731 0.997 0.406
H -2.832 2.431 0.644
H -2.305 -0.761 -1.572
H -4.349 -2.205 -2.311
H -6.760 -1.517 -1.630
H -7.178 0.674 -0.333
H -5.170 2.077 0.349

---

Copy entry 7 word for word.
16
Properties=species:S:1:pos:R:3 method="wB97M-V/def2-TZVPD" de_lowest_ev=0.337 total_charge=0 gap_ev=12.985 spin_multiplicity=1 e_homo_ev=-11.8 total_energy_ev=-4342.191 smiles=CC.CC
C -0.267 -0.880 1.680
C -0.167 -1.969 0.581
H 0.310 -0.027 1.354
H -1.314 -0.683 1.883
H 0.263 -1.214 2.550
H -0.386 -2.925 1.046
H 0.815 -2.069 0.121
H -0.927 -1.748 -0.170
C 0.952 1.407 -1.234
C -0.583 1.565 -1.031
H 1.108 0.677 -2.022
H 1.475 2.309 -1.536
H 1.378 0.889 -0.375
H -0.993 1.730 -2.019
H -0.921 0.635 -0.573
H -0.743 2.302 -0.254